[1]
Molecular formula: C55H78N11O5S2
Method: DFT, the ωB97M-V functional and the def2-TZVPD basis

Results
Strongest force on any atom (eV/A): 2.4
Molar mass (g/mol): 1037.4
E_LUMO (Ha): 0.072

```
! wB97M-V def2-TZVPD RIJCOSX def2/J DEFGRID3
* xyz -1 1
S 0.056 0.287 -5.233
S 5.893 3.697 -0.075
O 0.350 0.235 -6.657
O -1.441 -0.862 0.191
O 0.057 -0.932 -4.470
O 5.910 5.033 -0.615
O 7.134 3.124 0.387
N 4.670 -1.981 -0.684
N -3.979 -1.726 1.615
N -2.628 -2.647 -1.660
N -0.833 -4.258 0.726
N -3.549 0.607 -1.560
N 0.788 -4.294 -2.775
N 1.192 2.026 3.749
N -1.105 6.113 -1.167
N -4.048 1.480 2.877
N -1.106 -0.984 3.237
N 4.539 -1.744 3.978
C 4.941 -0.742 -2.498
C -6.111 -1.260 2.047
C 4.002 -1.418 -1.741
C -3.491 -3.649 -1.339
C -5.033 -0.942 1.231
C -1.261 -0.307 5.353
C 0.406 0.704 0.499
C 0.002 -5.826 2.060
C 3.833 -0.837 2.082
C -0.512 -0.090 -0.467
C 3.280 3.117 0.490
C -4.458 3.631 3.113
C 4.987 2.609 -1.235
C -0.660 4.424 0.235
C 0.341 2.808 -4.600
C -1.095 2.433 -4.198
C -4.387 -2.560 2.593
C 4.597 3.533 1.192
C 3.169 -1.781 4.008
C -3.652 3.482 1.956
C 1.162 1.531 -4.481
C -4.997 2.150 -2.207
C 6.003 -1.759 -0.823
C 1.657 4.186 3.767
C 2.542 2.090 3.901
C -2.527 -2.530 -3.019
C -3.755 1.959 -1.638
C 2.698 -1.155 2.882
C -1.141 5.689 0.139
C -1.255 -5.475 0.250
C -0.876 -2.085 4.028
C -4.569 -0.076 -2.185
C -5.716 -2.311 2.894
C -4.002 -4.147 -2.525
C 0.663 3.264 3.547
C 2.397 -5.796 -2.544
C -3.390 -3.446 -3.574
C -5.432 0.883 -2.661
C -0.247 4.050 -1.095
C 1.927 -3.748 -3.302
C 0.305 -0.891 -1.460
C 1.077 -5.526 -2.270
C 3.537 2.840 -1.025
C 6.230 -1.003 -1.939
C -1.513 1.185 -4.970
C -0.636 5.061 -1.934
C -1.054 -1.717 5.340
C 2.993 -4.612 -3.019
C -4.796 2.397 3.588
C 4.951 -1.186 2.798
C 0.008 -4.479 1.788
C -0.801 -6.465 1.078
C -3.365 2.132 1.890
C -1.337 0.093 4.050
C 2.839 3.437 4.034
H -1.756 1.510 -5.985
H 0.386 3.186 -5.624
H -0.376 3.379 3.278
H 5.180 -2.104 4.658
H -1.002 0.737 -1.024
H -0.938 -2.321 6.225
H -1.828 -5.536 -0.660
H -0.397 -1.342 -2.157
H 7.162 -0.637 -2.331
H -0.910 -3.388 0.220
H -5.482 3.097 -2.379
H 0.719 1.151 3.583
H -3.546 -3.633 -4.625
H -1.461 1.066 3.601
H -0.489 -2.996 3.608
H -3.719 -3.262 3.070
H 3.107 1.202 4.123
H -3.992 0.486 3.013
H -6.285 0.737 -3.307
H 2.921 -6.725 -2.389
H 1.564 5.257 3.725
H -2.783 1.541 1.195
H -0.218 1.413 1.044
H 0.937 -0.014 1.127
H -0.947 -7.521 0.926
H 2.950 -1.551 -1.905
H -3.243 4.337 1.448
H 0.706 3.606 -3.954
H 4.031 -4.344 -3.120
H -1.983 -2.160 -1.037
H 2.890 2.022 -1.329
H 1.662 -0.964 2.654
H 4.745 -0.134 -3.367
H -4.737 4.553 3.601
H 5.344 2.621 -2.264
H 2.512 3.868 0.676
H 2.080 1.567 -5.061
H -1.476 0.189 6.286
H -0.568 5.291 -2.986
H 4.237 -2.520 0.043
H 4.581 4.334 1.925
H 5.318 1.616 -0.898
H -2.764 0.156 -1.099
H 3.321 3.799 -1.507
H -1.642 6.885 -1.510
H 0.305 -6.059 -1.743
H -1.486 6.403 0.872
H -4.991 -0.288 0.376
H -6.286 -2.819 3.653
H -1.119 2.217 -3.127
H -4.460 -1.139 -2.304
H -3.087 2.632 -1.122
H 0.688 -3.718 2.134
H 1.154 1.264 -0.068
H 2.909 2.260 1.054
H -0.068 -3.781 -2.640
H -4.741 -4.927 -2.612
H -2.292 0.527 -4.596
H 0.930 -1.670 -1.009
H 6.014 -1.166 2.621
H 6.671 -2.123 -0.058
H -5.339 2.144 4.481
H 1.813 -2.733 -3.657
H 2.624 -2.203 4.837
H 3.796 3.912 4.194
H -1.805 3.249 -4.331
H -0.572 3.796 1.102
H 0.024 3.056 -1.413
H -7.066 -0.770 1.940
H 1.019 -0.292 -2.029
H 3.902 -0.411 1.092
H 0.566 -6.291 2.853
H 4.922 2.657 1.759
H -3.573 -3.924 -0.301
H -3.021 -1.730 1.284
H -1.822 -1.850 -3.470
H 1.356 1.267 -3.444
H -1.155 -0.983 2.220
*
```

Atom charges from the Mulliken analysis, given in e for atoms 1 to 5: atom 1 (S): 0.997, atom 2 (S): 1.126, atom 3 (O): -0.802, atom 4 (O): 2.425, atom 5 (O): -0.524

[2]
Molecular formula: C55H84FN3O16S3
Method: DFT, the ωB97M-V functional and the def2-TZVPD basis

Results
Strongest force on any atom (eV/A): 8.1
Structure (SMILES): C=CCc1cc(CCCSC(=S)N(CCCCCCCC)CCCCCCCC)c(S(=O)(=O)F)c2nc(O)c(O)nc12.O=C1CCCO1.O=C1CCCO1.O=C1CCCO1.O=C1CCCO1.O=C1CCCO1.O=C1CCCO1
Molar mass (g/mol): 1158.5
E_LUMO (Ha): -0.093

```
! wB97M-V def2-TZVPD RIJCOSX def2/J DEFGRID3
* xyz 0 1
S -0.855 4.998 -3.434
S -1.240 -0.228 3.807
S -1.939 4.200 -0.687
F -2.612 -0.212 4.882
O -1.385 1.940 -9.535
O 1.213 -5.867 -0.268
O -2.254 -3.417 -5.945
O -1.788 -0.047 -8.476
O 3.355 1.823 11.325
O -2.611 -7.507 3.652
O 0.026 7.373 -5.618
O -0.084 -0.881 4.601
O -2.756 -9.750 3.234
O -0.806 1.267 3.563
O -1.010 3.125 9.339
O -1.376 6.102 -6.903
O 0.971 3.341 8.218
O 3.210 -0.421 10.906
O 1.961 -4.850 2.498
O -2.868 -5.509 -6.636
N 0.253 -2.943 2.356
N -0.537 -4.065 -0.689
N -0.370 2.418 -2.574
C 0.163 1.709 -1.349
C -1.110 -6.731 -5.710
C 3.471 2.294 3.853
C 0.308 1.193 9.113
C -2.164 1.110 -9.096
C 3.701 1.711 2.337
C -2.197 -8.677 3.083
C 0.484 -4.658 0.241
C 4.174 2.890 10.849
C -1.166 -2.899 0.021
C -0.817 -2.324 1.502
C 3.769 0.653 10.756
C 0.905 -4.139 1.725
C 0.456 8.733 -5.631
C -1.600 -0.997 2.138
C -1.792 -6.439 3.176
C 0.303 9.186 -7.059
C -2.804 -0.254 1.245
C -2.500 -6.841 -6.279
C -0.995 -8.436 2.221
C -4.092 0.157 -8.179
C -3.194 -0.800 -0.251
C 2.076 3.125 4.074
C -3.658 1.183 -9.194
C -3.656 1.064 1.803
C 4.971 0.893 9.893
C -3.879 -3.746 -2.431
C -0.866 0.649 -4.502
C -1.100 0.799 9.483
C 5.493 -0.602 -1.062
C -3.226 2.878 -0.243
C 5.449 2.237 10.383
C -0.788 7.150 -6.692
C -1.123 -5.368 -5.067
C -0.884 8.386 -7.534
C -2.710 -2.599 -2.348
C -0.517 -7.093 2.711
C -1.659 2.075 10.055
C -3.020 2.503 1.342
C 3.378 2.771 1.128
C 0.752 0.689 -4.748
C 2.612 1.917 -0.080
C -2.111 -4.628 -5.918
C 1.417 -0.618 -4.000
C 1.182 2.631 -0.444
C -2.950 -0.825 -8.192
C -5.316 -3.351 -2.242
C -1.012 3.751 -2.253
C 0.158 2.653 8.812
C 1.319 2.793 5.518
C -2.354 -2.084 -0.829
C 3.902 -1.470 -3.140
C 2.930 -0.187 -3.473
C -1.423 1.622 -3.310
C 4.256 -1.593 -1.512
H -4.022 2.180 -8.938
H 4.351 2.966 4.252
H -1.308 -8.400 1.174
H -3.733 1.086 2.980
H 2.738 0.500 -2.517
H 3.376 -2.474 -3.472
H 2.673 -4.184 2.779
H -1.494 -5.406 -4.039
H 5.727 0.119 10.046
H 5.977 2.817 9.622
H -2.529 -7.481 -7.166
H -3.513 3.375 1.992
H -1.654 0.524 8.577
H -4.167 0.627 -7.191
H -1.434 2.188 11.120
H 4.417 3.134 0.677
H -2.112 0.959 -2.611
H 0.011 -6.512 1.950
H -1.753 -3.018 -2.919
H 1.432 3.683 -0.910
H -0.138 -4.896 -5.106
H 1.494 8.795 -5.292
H -3.062 -1.583 -8.973
H -2.831 -1.326 -7.226
H -3.610 -4.879 -2.683
H 1.274 1.709 -4.511
H 1.493 1.672 5.835
H 4.353 3.606 11.657
H -1.829 8.893 -7.317
H 4.658 0.929 8.846
H 1.516 -1.544 -4.747
H 4.862 1.449 2.256
H 0.625 2.817 0.594
H -0.864 -7.540 -5.017
H -5.911 -3.741 -1.310
H 6.374 -1.177 -0.507
H 0.732 -1.017 -3.116
H -0.374 -6.747 -6.523
H 3.646 3.399 10.035
H -1.140 -0.470 -4.192
H 3.146 0.669 2.236
H 2.805 3.738 1.451
H 0.999 1.069 9.951
H -0.239 -9.210 2.373
H -2.320 -5.930 2.363
H -3.963 0.907 -10.208
H -4.325 3.302 -0.379
H -2.742 2.146 9.912
H -4.024 -0.254 -0.872
H 3.315 1.995 -1.038
H -0.807 8.146 -8.597
H 0.161 -7.232 3.562
H -5.058 -0.304 -8.407
H 2.383 4.276 4.152
H 5.059 0.188 -0.285
H -2.166 2.397 -3.829
H 1.357 3.038 3.145
H 2.512 0.774 0.152
H -0.774 1.380 -0.698
H 1.191 8.901 -7.636
H -5.796 -2.691 -3.112
H 4.923 -1.303 -3.726
H 3.392 0.462 -4.360
H 1.635 3.560 6.376
H 4.544 -2.723 -1.331
H 0.170 10.266 -7.157
H -4.784 1.060 1.412
H -1.854 2.589 1.564
H -1.443 0.865 -5.497
H -0.176 9.305 -4.944
H 3.328 -1.362 -0.829
H 0.915 0.508 -5.917
H -3.221 -7.218 -5.546
H -1.613 -5.724 3.984
H -3.036 1.914 -0.879
H 6.126 2.098 11.234
H 3.418 1.341 4.569
H -3.088 -1.679 -3.005
H 0.161 2.995 5.347
H -1.150 -0.043 10.179
H 2.028 -5.560 -0.768
H 0.706 0.705 -1.650
H 0.660 0.644 8.236
H 5.951 0.027 -1.947
*
```

Atom charges from the Mulliken analysis, given in e for atoms 1 to 5: atom 1 (S): 0.047, atom 2 (S): 1.227, atom 3 (S): -0.149, atom 4 (F): -0.333, atom 5 (O): -0.621

[3]
Molecular formula: C55H86IN3O30P
Method: DFT, the ωB97M-V functional and the def2-TZVPD basis

Results
Strongest force on any atom (eV/A): 1.9
Molar mass (g/mol): 1427.2
E_LUMO (Ha): -0.179

```
! wB97M-V def2-TZVPD RIJCOSX def2/J DEFGRID3
* xyz 1 1
I -5.423 0.042 -0.887
P -3.875 2.537 -3.171
O -1.054 2.458 -10.779
O 2.511 9.077 5.592
O -4.854 -9.664 1.229
O 3.330 -3.835 -9.769
O -1.620 -3.781 2.002
O 6.737 3.427 11.477
O -2.586 4.031 -11.155
O 4.709 -4.441 -11.408
O -2.482 -4.329 4.008
O 0.058 -0.268 7.287
O -1.570 3.021 -12.898
O 1.097 9.857 7.127
O 3.586 -6.020 -10.255
O -0.662 -7.718 2.195
O -2.591 3.572 -3.315
O 4.814 3.434 10.354
O -2.545 0.756 1.112
O 0.973 -6.974 0.876
O -6.951 -10.197 0.600
O 0.856 7.754 6.360
O -6.444 -8.078 1.066
O -0.485 -3.364 3.896
O 1.384 -7.340 3.063
O 0.037 0.631 5.220
O -1.853 0.531 6.398
O 3.940 2.240 -10.316
O -2.480 0.859 -4.727
O 6.534 4.697 9.627
O 5.137 0.337 -10.466
O 2.979 0.394 -11.103
N -0.469 -1.169 -5.152
N -0.899 1.833 -6.308
N -3.693 -0.088 -1.992
C -4.295 -5.999 -1.998
C 4.789 3.808 5.533
C -1.012 0.980 4.316
C -3.208 -1.197 -2.460
C -0.107 -7.322 0.007
C 2.348 0.392 1.197
C -1.982 1.597 -1.136
C -0.903 -1.872 -0.873
C 3.343 3.034 3.547
C 0.641 -7.347 2.139
C 0.984 -0.252 0.873
C 1.914 1.330 -10.901
C -1.539 -3.822 3.193
C 2.570 0.748 2.663
C -2.923 1.142 -2.273
C 3.591 2.980 5.074
C -4.609 -4.836 -2.822
C -1.328 3.050 -9.506
C -4.011 -6.952 -1.328
C -1.666 1.454 -5.534
C -1.725 3.159 -11.732
C -2.628 1.886 0.234
C -3.976 -2.457 -2.202
C 2.782 10.478 5.699
C 4.709 4.195 7.013
C -0.645 -1.301 -2.274
C 3.558 5.195 7.249
C -1.902 -0.972 -3.173
C -0.524 0.252 6.394
C -7.748 -8.053 0.476
C -1.928 -4.420 5.332
C -8.196 -9.493 0.619
C 0.405 -2.484 -0.320
C -1.285 -7.362 0.959
C -1.651 -1.716 -4.507
C 4.050 -2.651 -10.138
C -5.975 -9.351 0.991
C 4.592 -3.015 -11.501
C 1.430 8.793 6.359
C -1.950 0.566 -3.374
C -0.832 -3.375 5.289
C -3.462 -3.781 -2.759
C 4.702 2.381 11.315
C 2.662 2.645 -10.823
C -2.653 3.742 -9.755
C 2.145 10.827 7.029
C 0.983 -1.794 0.924
C 5.799 2.730 12.301
C 3.744 1.753 2.804
C -2.146 1.337 5.253
C 6.075 3.928 10.407
C 3.851 -4.880 -10.459
C 4.122 0.937 -10.616
C 3.874 6.314 8.261
C -4.972 3.389 -1.954
H -1.765 -6.387 1.072
H -1.617 -2.697 -0.943
H 0.518 -2.174 1.832
H -2.692 -4.216 6.076
H -0.010 -0.423 -2.173
H -5.065 4.426 -2.282
H -0.703 1.805 3.677
H -5.563 -4.433 -2.475
H -8.833 -9.833 -0.193
H -2.132 2.388 5.546
H 2.969 6.624 8.787
H 3.853 10.658 5.671
H 5.660 4.590 7.358
H -1.498 2.512 -1.480
H 2.292 3.280 3.365
H 2.802 3.102 -11.803
H 2.026 -2.116 0.991
H 3.709 2.375 11.755
H -1.184 0.877 -0.959
H -3.507 3.086 -9.575
H 2.829 10.690 7.868
H 0.034 -3.626 5.894
H -2.537 -1.717 -5.145
H 3.322 5.682 6.298
H -0.047 -2.045 -2.793
H 0.719 0.081 -0.134
H 4.125 2.038 1.821
H -2.686 -4.201 -2.122
H -0.531 3.754 -9.259
H 5.454 3.404 13.087
H 4.511 3.315 7.631
H -2.776 4.657 -9.184
H 1.196 -2.465 -1.075
H 4.641 6.034 8.974
H 2.844 -0.141 3.233
H 6.268 1.860 12.754
H 2.308 10.992 4.862
H 0.270 0.112 1.613
H -0.693 -0.857 -6.087
H -4.979 -2.283 -2.607
H 5.721 3.261 5.359
H -3.062 -3.697 -3.761
H 3.174 -0.207 0.809
H -5.961 2.951 -2.080
H -4.092 -2.561 -1.119
H 4.842 -2.476 -9.409
H -1.288 -1.133 -0.171
H 3.908 3.886 3.162
H 4.583 1.303 3.337
H 2.638 4.692 7.550
H -4.695 3.346 -0.905
H 0.257 -1.866 -5.242
H -1.239 0.112 3.691
H 2.377 1.331 0.632
H 3.895 -2.772 -12.306
H 0.100 -8.294 -0.443
H -3.128 1.089 4.858
H -8.386 -7.348 1.004
H -4.755 -5.166 -3.851
H 2.202 3.367 -10.153
H -1.542 -5.429 5.478
H -4.011 -7.881 -0.802
H 1.207 1.290 -11.724
H -2.066 2.690 0.703
H 1.397 1.079 -9.973
H 4.879 1.428 10.813
H -2.937 4.474 -3.289
H -3.673 2.177 0.151
H -2.032 -8.102 0.687
H 3.773 1.936 5.342
H 5.556 -2.565 -11.714
H -7.655 -7.745 -0.568
H -0.213 -6.579 -0.779
H 1.695 1.216 3.110
H 4.194 7.193 7.697
H 1.733 11.832 7.062
H 2.712 3.317 5.623
H -1.188 -2.383 5.571
H -2.820 -0.004 0.589
H -1.373 2.285 -8.738
H -1.000 1.089 -3.346
H 4.880 4.739 4.965
H 0.243 -3.534 -0.078
H 3.386 -1.795 -10.157
H -8.694 -9.684 1.571
H -1.480 -2.761 -4.255
*
```

Atom charges from the Mulliken analysis, given in e for atoms 1 to 5: atom 1 (I): 0.323, atom 2 (P): 0.019, atom 3 (O): -0.276, atom 4 (O): -0.304, atom 5 (O): -0.509

- Number 2 is which compound?
  C55H84FN3O16S3

- Which formula does entry 2 have?
  C55H84FN3O16S3